Here is a 3-piece molecular cluster, C31H63BrF8N5O4P2 overall at a distorted geometry from the OMol25 dataset. Energies are from ωB97M-V with the def2-TZVPD basis set.

Bonds (Å) are listed after each position.
CARTESIAN COORDINATES (ANGSTROEM)
1 C -4.174 5.654 -1.764  C2 1.547, H38 1.085, H39 1.083, H40 1.084
2 C -5.057 4.498 -2.292  C1 1.547, C3 1.528, H41 1.086, H42 1.085
3 C -4.334 3.157 -2.180  C2 1.528, C4 1.538, H43 1.093, H44 1.089
4 C -4.587 2.442 -0.842  C3 1.538, C5 1.536, H45 1.091, H46 1.087
5 C -4.393 0.919 -0.865  C4 1.536, N6 1.482, H47 1.080, H48 1.091
6 N -3.130 0.404 -0.287  C5 1.482, C7 1.359, C35 1.484
7 C -2.046 1.223 -0.262  N6 1.359, N8 1.298, N16 1.412
8 N -1.345 1.507 -1.316  C7 1.298, C9 1.469, C12 1.484
9 C -0.212 2.440 -1.238  N8 1.469, C10 1.527, H49 1.082, H50 1.082
10 C 1.119 1.788 -0.871  C9 1.527, O11 1.424, H51 1.091, H52 1.084
11 O 1.735 2.703 0.029  C10 1.424, H53 0.958
12 C -1.742 0.855 -2.589  N8 1.484, C13 1.509, H54 1.086, H55 1.085
13 C -0.787 0.981 -3.751  C12 1.509, C14 1.533, Br15 1.956, H56 1.081
14 C -1.563 0.557 -5.003  C13 1.533, H57 1.085, H58 1.092, H59 1.081
15 Br 0.716 -0.260 -3.582  C13 1.956
16 N -1.659 1.772 0.981  C7 1.412, C17 1.472, H60 1.020
17 C -1.429 0.709 1.973  N16 1.472, C18 1.528, C28 1.539, H61 1.088
18 C -0.564 1.225 3.122  C17 1.528, F19 1.354, F20 1.369, C21 1.554
19 F -0.360 0.252 4.041  C18 1.354
20 F 0.667 1.478 2.578  C18 1.369
21 C -0.928 2.520 3.901  C18 1.554, F22 1.354, F23 1.357, C24 1.566
22 F -2.033 2.361 4.666  C21 1.354
23 F 0.102 2.711 4.764  C21 1.357
24 C -1.068 3.865 3.112  C21 1.566, F25 1.334, F26 1.346, F27 1.359
25 F -0.238 3.964 2.073  C24 1.334
26 F -0.792 4.866 3.968  C24 1.346
27 F -2.351 4.036 2.697  C24 1.359
28 C -2.755 -0.026 2.241  C17 1.539, C29 1.564, P32 1.932, C35 1.572
29 C -3.878 0.887 2.835  C28 1.564, C30 1.509, F31 1.398, H62 1.088
30 C -4.415 0.599 4.215  C29 1.509, H63 1.090, H64 1.083, H65 1.080
31 F -4.976 0.852 1.971  C29 1.398
32 P -2.638 -1.547 3.426  C28 1.932, O33 1.629, O34 1.658
33 O -3.938 -2.411 2.958  P32 1.629, H66 0.962
34 O -1.231 -2.354 3.086  P32 1.658, H67 0.973
35 C -3.194 -0.569 0.833  N6 1.484, C28 1.572, P36 1.884, H68 1.082
36 P -2.150 -2.033 0.273  C35 1.884, O37 1.476, H69 1.410, H70 1.411
37 O -2.756 -3.347 0.566  P36 1.476
38 H -3.148 5.436 -2.043  C1 1.085
39 H -4.462 6.577 -2.251  C1 1.083
40 H -4.272 5.725 -0.686  C1 1.084
41 H -5.221 4.675 -3.351  C2 1.086
42 H -6.018 4.477 -1.790  C2 1.085
43 H -4.743 2.491 -2.944  C3 1.093
44 H -3.267 3.239 -2.382  C3 1.089
45 H -4.043 2.944 -0.040  C4 1.091
46 H -5.639 2.611 -0.628  C4 1.087
47 H -5.238 0.456 -0.375  C5 1.080
48 H -4.466 0.596 -1.905  C5 1.091
49 H -0.137 3.003 -2.159  C9 1.082
50 H -0.392 3.177 -0.466  C9 1.082
51 H 0.975 0.833 -0.365  C10 1.091
52 H 1.765 1.684 -1.735  C10 1.084
53 H 2.471 2.252 0.445  O11 0.958
54 H -1.819 -0.205 -2.370  C12 1.086
55 H -2.726 1.172 -2.915  C12 1.085
56 H -0.434 1.983 -3.953  C13 1.081
57 H -2.264 -0.245 -4.797  C14 1.085
58 H -2.166 1.419 -5.296  C14 1.092
59 H -0.905 0.347 -5.834  C14 1.081
60 H -2.471 2.324 1.255  N16 1.020
61 H -0.790 -0.014 1.469  C17 1.088
62 H -3.534 1.919 2.812  C29 1.088
63 H -5.082 1.429 4.449  C30 1.090
64 H -5.038 -0.286 4.241  C30 1.083
65 H -3.661 0.598 4.989  C30 1.080
66 H -3.876 -3.326 3.248  O33 0.962
67 H -1.406 -3.152 2.558  O34 0.973
68 H -4.192 -0.986 0.877  C35 1.082
69 H -0.844 -1.880 0.784  P36 1.410
70 H -2.024 -1.882 -1.124  P36 1.411
71 C 2.282 -0.675 -7.028  C72 1.520, H78 1.091, H79 1.092, H80 1.089
72 C 3.251 -1.768 -7.451  C71 1.520, N73 1.449, H81 1.093, H82 1.102
73 N 4.638 -1.434 -7.193  C72 1.449, C74 1.455, C76 1.452
74 C 5.571 -2.368 -7.803  N73 1.455, C75 1.534, H83 1.093, H84 1.094
75 C 5.576 -3.820 -7.309  C74 1.534, H85 1.089, H86 1.091, H87 1.090
76 C 4.942 -1.039 -5.830  N73 1.452, C77 1.536, H88 1.093, H89 1.092
77 C 4.637 -2.037 -4.702  C76 1.536, H90 1.092, H91 1.093, H92 1.088
78 H 2.507 0.267 -7.531  C71 1.091
79 H 1.264 -0.966 -7.293  C71 1.092
80 H 2.301 -0.508 -5.951  C71 1.089
81 H 3.135 -1.927 -8.525  C72 1.093
82 H 2.948 -2.709 -6.964  C72 1.102
83 H 6.580 -1.958 -7.708  C74 1.093
84 H 5.367 -2.375 -8.878  C74 1.094
85 H 6.076 -3.924 -6.347  C75 1.089
86 H 6.123 -4.444 -8.018  C75 1.091
87 H 4.570 -4.232 -7.223  C75 1.090
88 H 4.401 -0.113 -5.618  C76 1.093
89 H 5.996 -0.755 -5.783  C76 1.092
90 H 3.676 -2.536 -4.840  C77 1.092
91 H 4.600 -1.510 -3.745  C77 1.093
92 H 5.408 -2.799 -4.611  C77 1.088
93 C 4.392 -4.193 7.264  C94 1.521, H100 1.090, H101 1.090, H102 1.090
94 C 3.658 -3.677 6.036  C93 1.521, N95 1.452, H103 1.093, H104 1.102
95 N 2.402 -3.017 6.345  C94 1.452, C96 1.450, C98 1.453
96 C 1.601 -2.739 5.169  N95 1.450, C97 1.535, H105 1.094, H106 1.095
97 C 2.146 -1.746 4.134  C96 1.535, H107 1.089, H108 1.094, H109 1.090
98 C 2.478 -1.941 7.319  N95 1.453, C99 1.536, H110 1.092, H111 1.093
99 C 3.391 -0.747 7.006  C98 1.536, H112 1.091, H113 1.091, H114 1.089
100 H 3.770 -4.888 7.828  C93 1.090
101 H 5.295 -4.721 6.954  C93 1.090
102 H 4.703 -3.386 7.929  C93 1.090
103 H 3.437 -4.532 5.391  C94 1.093
104 H 4.343 -3.028 5.468  C94 1.102
105 H 0.612 -2.401 5.493  C96 1.094
106 H 1.423 -3.693 4.662  C96 1.095
107 H 2.046 -0.715 4.467  C97 1.089
108 H 1.573 -1.837 3.207  C97 1.094
109 H 3.193 -1.932 3.889  C97 1.090
110 H 2.796 -2.371 8.271  C98 1.092
111 H 1.465 -1.579 7.509  C98 1.093
112 H 4.346 -1.056 6.578  C99 1.091
113 H 3.607 -0.199 7.925  C99 1.091
114 H 2.921 -0.041 6.322  C99 1.089

The energy comes out at -5849.11802 Eh. The charge is +1. The gap between HOMO and LUMO is 0.2174 Eh.

Atom charges from the Löwdin analysis, given in e for atoms 1 to 2: number 1, C, carries -0.09; number 2, C, carries -0.24